This record from the Open Molecules 2025 dataset describes C4H6O2 in the gas phase. The level of theory is the ωB97M-V functional and the def2-TZVPD basis.

Last column: Mulliken charge in e.
Atoms and positions in Å:
C  0.57  0.37  1.54  -1.215
C  -0.04  0.56  0.16  0.326
O  0.82  0.42  -1.00  -0.413
C  -0.10  -0.45  -1.68  -0.251
C  -0.87  -0.60  -0.38  0.432
O  -1.65  -1.38  0.09  -0.543
H  -0.21  0.00  2.22  0.306
H  1.37  -0.38  1.51  0.316
H  0.98  1.30  1.96  0.317
H  -0.56  1.52  0.05  0.260
H  0.38  -1.33  -2.10  0.251
H  -0.70  0.06  -2.46  0.215

Properties
Energy above the lowest of the compared OMol25 structures with the same formula, charge and spin = 1.640 eV
E_LUMO = 0.85 eV
Frontier orbital gap = 10.8 eV
SMILES string = C[C@H]1OCC1=O

This record from the Open Molecules 2025 dataset describes C4H6O2 in the gas phase. The level of theory is the ωB97M-V functional and the def2-TZVPD basis.

Last column: Mulliken charge in e.
Atoms and positions in Å:
O  -2.61  0.14  0.32  -0.478
C  -1.50  -0.04  -0.19  0.008
C  -0.35  -0.48  0.78  -0.373
C  0.95  -0.96  0.18  -0.569
C  1.85  0.19  -0.44  0.069
O  1.47  1.31  -0.75  -0.456
H  -1.28  0.20  -1.28  0.315
H  -0.17  0.47  1.51  0.227
H  -0.72  -1.23  1.53  0.344
H  0.89  -1.83  -0.55  0.311
H  1.75  -1.41  0.95  0.288
H  2.92  -0.15  -0.63  0.314

Properties
Energy above the lowest of the compared OMol25 structures with the same formula, charge and spin = 1.854 eV
E_LUMO = 0.66 eV
Frontier orbital gap = 10.7 eV
SMILES string = O=CCCC=O

This record from the Open Molecules 2025 dataset describes 2 unconnected molecules or ions with the total composition C4H6O2. The level of theory is the ωB97M-V functional and the def2-TZVPD basis.

Last column: Mulliken charge in e.
Atoms and positions in Å:
C  -0.77  -0.68  -2.27  -0.756
C  -0.14  -0.53  -1.05  0.626
O  0.57  -1.39  -0.68  -0.455
O  -0.47  0.75  -0.45  -0.461
H  -0.28  -1.68  -2.59  0.261
H  -1.89  -0.78  -1.91  0.194
H  -0.73  0.16  -2.99  0.300
H  -0.24  0.56  0.61  0.256
C  1.25  0.41  2.54  -0.582
C  0.84  1.40  3.22  -0.205
H  1.46  -0.53  2.00  0.435
H  0.41  2.29  3.57  0.386

Properties
Energy above the lowest of the compared OMol25 structures with the same formula, charge and spin = 3.653 eV
E_LUMO = 0.82 eV
Frontier orbital gap = 11.5 eV
SMILES string = CC(=O)O.C#C